[1]
Formula: C4H9NO2
Source: the OMol25 dataset
Level of theory: wB97M-V/def2-TZVPD

XYZ file:
```
16
Properties=species:S:1:pos:R:3:forces:R:3
O -1.815 0.469 -2.327 0.481 0.139 1.228
C 0.262 0.057 2.139 0.412 0.172 -0.078
H -0.633 0.513 2.598 0.352 0.036 -0.391
H 0.581 1.691 0.790 -0.350 -0.289 -0.349
H -1.601 0.648 0.444 -0.158 -0.199 -0.419
O 1.708 0.126 0.115 -0.114 -0.410 0.158
C 0.505 0.592 0.688 -0.643 -0.200 0.556
H -0.842 -0.946 0.246 -0.265 0.045 -0.064
H 0.379 -1.490 -1.838 0.145 0.115 0.187
C -0.929 0.069 -1.603 0.685 0.139 0.203
N 0.218 -0.547 -2.173 -0.302 -0.117 -0.211
H 0.162 -0.549 -3.186 -0.118 -0.014 0.071
H 1.110 0.319 2.766 0.144 0.000 0.115
H 0.110 -1.033 2.213 0.235 0.331 -0.377
C -0.778 0.113 -0.036 -0.488 -0.001 -1.027
H 1.563 -0.032 -0.838 -0.016 0.252 0.399
```
Positions in Å, forces in eV/Å.

Output
Energy relative to the best compared isomer or geometry (same formula, charge and spin) ... 24.4 kcal/mol
M ... 103.121 g/mol
E_tot ... -9879.0043 eV
F_max ... 1.33 eV/Å
Spin multiplicity ... 1
HOMO ... -10.16 eV
Structure (SMILES) ... C[C@@H](O)CC(N)=O

Löwdin atomic charge list, values in e, 5 entries:
1 O 0.076
2 C -0.062
3 H 0.084
4 H 0.141
5 H 0.122

[2]
Formula: C3H5NO3P
Source: the OMol25 dataset
Level of theory: wB97M-V/def2-TZVPD

XYZ file:
```
13
Properties=species:S:1:pos:R:3:forces:R:3
O 1.620 2.013 0.426 -0.488 0.611 -0.272
C 2.655 1.657 0.050 1.752 0.281 0.478
H 0.015 1.333 0.988 0.612 1.637 0.651
N -0.324 0.409 0.973 0.486 -3.563 -2.917
H -0.847 -0.602 -1.526 -1.597 0.248 -0.625
H -1.149 0.329 0.385 -0.908 0.498 0.740
H 0.836 -1.337 -1.804 -0.884 -0.235 0.491
C 0.061 -0.916 -1.132 2.821 1.058 0.805
O 3.735 1.339 -0.212 -0.669 0.132 -0.327
P 3.174 -1.544 -0.034 -0.943 0.096 0.050
O 1.758 -0.776 0.558 -0.567 0.743 0.266
H -0.404 -0.116 1.830 -0.159 0.282 0.707
C 0.562 -0.414 0.006 0.544 -1.787 -0.049
```
Positions in Å, forces in eV/Å.

Output
Charge ... +1
Energy relative to the best compared isomer or geometry (same formula, charge and spin) ... 53.6 kcal/mol
M ... 134.051 g/mol
E_tot ... -20103.6145 eV
F_max ... 4.63 eV/Å
Spin multiplicity ... 1
HOMO (spin up / spin down) ... -12.26 / -12.31 eV

Löwdin atomic charge list, values in e, 5 entries:
1 O 0.184
2 C -0.403
3 H 0.105
4 N 0.297
5 H 0.064

[3]
Formula: C2H7O2
Source: the OMol25 dataset
Level of theory: wB97M-V/def2-TZVPD

XYZ file:
```
11
Properties=species:S:1:pos:R:3:forces:R:3
H 0.686 1.730 0.892 0.715 -0.733 -0.150
O -0.278 -0.098 1.327 0.756 -0.481 0.676
H 0.208 -1.346 0.887 -0.450 0.972 0.349
H -0.614 -0.249 -1.075 1.573 0.567 -0.004
C -0.031 0.940 0.543 -2.847 3.240 0.201
H 1.191 0.368 -1.277 -1.506 -0.081 0.469
H -0.284 1.244 -1.745 -0.135 1.586 -0.152
O 0.426 -2.264 0.536 -0.116 -2.339 -0.949
C 0.118 0.632 -0.971 0.125 -2.561 0.214
H -1.003 1.653 0.697 1.073 -0.622 -1.039
H -0.421 -2.610 0.188 0.813 0.450 0.384
```
Positions in Å, forces in eV/Å.

Output
Charge ... -1
Energy relative to the best compared isomer or geometry (same formula, charge and spin) ... 19.0 kcal/mol
M ... 63.076 g/mol
E_tot ... -6281.8698 eV
F_max ... 4.32 eV/Å
Spin multiplicity ... 1
HOMO ... -2.80 eV

Löwdin atomic charge list, values in e, 5 entries:
1 H 0.062
2 O -0.309
3 H -0.099
4 H 0.076
5 C -0.573